28
Properties=species:S:1:pos:R:3:forces:R:3:mulliken_charge:R:1 method="wB97M-V/def2-TZVPD" multiplicity=1 relative_energy_ev=1.861 orbital_gap_ha=0.323 fmax_ev_per_a=2.46 smiles=COCCN(N)c1nc2ccccc2o1 e_tot_ha=-703.5441
C -1.5517 -3.1088 -1.1585 -0.34 -1.69 0.26 -0.771
O -0.5014 -2.2816 -0.7586 0.39 0.00 0.45 -0.188
C 0.5917 -3.0640 -0.3182 0.23 0.08 -0.63 -0.669
C 1.6549 -2.2292 0.3525 1.06 0.23 -0.51 -0.811
N 1.0295 -1.2670 1.2612 1.18 0.17 -1.61 0.413
N 0.5400 -1.7587 2.4314 -0.29 0.23 2.43 -0.867
C 0.4645 -0.1628 0.7667 -1.03 2.10 -0.56 0.853
N -0.4341 0.6202 1.3130 0.59 -0.75 0.02 -0.784
C -0.5323 1.6921 0.4139 -1.36 0.75 1.31 0.654
C -1.3796 2.8120 0.4857 0.64 0.61 -1.40 -0.560
C -1.3026 3.7872 -0.5746 0.10 -1.04 0.50 -0.423
C -0.3394 3.6170 -1.5840 0.95 -1.40 0.00 -0.465
C 0.5020 2.4275 -1.6280 -0.94 1.43 0.66 -1.020
C 0.3519 1.5137 -0.6218 -0.63 -0.23 -0.15 0.432
O 0.9342 0.2718 -0.4354 0.85 0.26 -0.30 -0.311
H -1.9432 -3.8364 -0.3657 0.42 1.29 -0.37 0.290
H -1.1669 -3.8183 -1.9024 -0.27 0.23 -0.46 0.303
H -2.3654 -2.5047 -1.5502 0.07 -0.02 0.01 0.254
H 1.0413 -3.6428 -1.1437 -0.19 0.12 0.05 0.442
H 0.2565 -3.7563 0.4215 -0.56 -0.78 0.58 0.455
H 2.3692 -1.7599 -0.4162 -1.24 -0.27 1.40 0.277
H 2.2396 -2.9206 0.9911 -0.15 0.50 -0.38 0.352
H 0.8139 -1.0943 3.1820 0.06 -0.70 -0.51 0.287
H -0.4692 -1.6695 2.4579 -0.36 -0.22 -0.36 0.300
H -2.0459 2.9493 1.3263 -0.08 -0.11 -0.09 0.419
H -2.0286 4.6336 -0.6362 0.90 -0.75 0.29 0.337
H -0.1713 4.3817 -2.3511 -0.26 -0.38 0.31 0.349
H 1.3033 2.2466 -2.3023 0.27 0.30 -0.93 0.453



33
Properties=species:S:1:pos:R:3:forces:R:3:mulliken_charge:R:1 method="wB97M-V/def2-TZVPD" multiplicity=1 relative_energy_ev=0.000 orbital_gap_ha=0.319 fmax_ev_per_a=1.16 smiles="Nc1nc2c(ncn2[C@@H]2O[C@@H](CO)[C@@H](O)[C@H]2O)c(=O)[nH]1" e_tot_ha=-1038.8945
N -3.1470 -2.7618 -0.2707 -0.27 -0.24 -0.13 -0.412
C -2.9396 -1.4289 -0.1356 0.39 0.35 0.07 0.282
N -1.7917 -1.0197 0.3303 -0.01 -0.33 0.05 -0.352
C -1.6577 0.3271 0.3629 -1.08 0.14 -0.38 0.544
C -2.6130 1.2665 -0.0328 0.74 -0.40 0.28 0.456
N -2.1200 2.5287 0.1552 -0.26 0.51 -0.09 -0.703
C -0.9357 2.3667 0.6430 -0.05 0.23 0.00 -0.318
N -0.5808 1.0440 0.7963 -0.18 -0.08 -0.28 0.168
C 0.6895 0.6030 1.3318 0.30 -0.47 0.52 -0.194
O 1.7362 1.3927 0.8375 0.10 0.16 0.23 -0.446
C 2.0942 0.9177 -0.4636 0.31 -0.20 -0.62 0.039
C 3.6162 1.0366 -0.6356 -0.36 0.08 0.45 -0.627
O 4.0278 0.6860 -1.9222 -0.05 -0.15 -0.51 -0.573
C 1.5733 -0.5511 -0.5516 -0.39 0.43 0.23 0.009
O 2.5469 -1.4816 -0.9292 0.31 -0.43 -0.02 -0.635
C 1.0562 -0.8144 0.8828 -0.50 0.16 -0.35 -0.268
O 2.0879 -1.3423 1.6752 0.42 0.03 0.35 -0.679
C -3.8812 0.8295 -0.5415 0.09 -0.06 0.07 -0.146
O -4.8403 1.4461 -0.9347 -0.11 0.18 -0.06 -0.651
N -3.9297 -0.5902 -0.5428 -0.15 -0.39 -0.04 -0.090
H -4.0819 -3.1133 -0.3798 0.06 -0.05 0.05 0.215
H -2.4679 -3.3649 0.1600 -0.03 0.04 0.02 0.249
H -0.2618 3.1569 0.9049 0.22 0.14 0.07 0.503
H 0.6854 0.7128 2.4251 0.02 -0.07 -0.25 0.302
H 1.6059 1.5375 -1.2260 0.05 -0.04 0.11 0.321
H 4.1211 0.4223 0.1260 -0.08 0.09 0.01 0.231
H 3.9035 2.0786 -0.4794 0.00 -0.08 0.07 0.363
H 3.7530 -0.2300 -2.0782 0.09 0.11 0.14 0.355
H 0.7503 -0.6173 -1.2702 0.06 0.02 0.12 0.450
H 2.8566 -1.9160 -0.1162 -0.03 0.11 -0.15 0.383
H 0.2196 -1.5107 0.9166 0.25 0.13 -0.01 0.594
H 2.7162 -0.6321 1.8701 0.01 -0.06 0.02 0.419
H -4.7915 -0.9782 -0.9080 0.12 0.14 0.03 0.210



28
Properties=species:S:1:pos:R:3:forces:R:3:mulliken_charge:R:1 method="wB97M-V/def2-TZVPD" multiplicity=1 relative_energy_ev=0.000 orbital_gap_ha=0.346 fmax_ev_per_a=4.30 e_tot_ha=-1390.3118
C 1.7572 1.9622 -1.0742 0.30 0.91 1.49 -0.866
C 0.8138 3.1709 0.7763 0.81 1.52 0.12 -0.588
C 1.0006 0.8764 -0.7530 -1.06 -0.29 0.53 -0.490
C 0.0150 2.0942 1.0702 -0.44 0.96 2.11 -0.007
C 1.6869 3.1619 -0.2982 0.00 -1.06 -1.11 0.840
C 0.0487 1.0169 0.2929 0.96 -2.39 -1.92 -0.034
C -3.2447 -3.0637 0.2953 -2.75 -1.18 -0.01 -0.558
C -2.3236 -3.2191 -0.6050 -0.38 -0.41 -0.16 -0.228
C 2.6130 4.3054 -0.6312 1.88 -0.82 0.40 -1.256
C 0.1082 -4.1705 0.0827 0.53 2.16 0.50 -0.961
N -0.5564 -1.7269 0.9521 0.65 -0.81 -1.46 -0.424
O -2.0260 0.2748 1.5882 1.27 -0.85 -0.99 -0.687
O -1.7372 -0.6062 -0.8126 1.08 2.27 2.24 -0.677
S -0.6882 -2.6397 -0.5650 0.23 0.59 2.48 0.455
S -1.1247 -0.2586 0.5623 -3.48 -1.50 -2.03 1.215
H 2.5866 1.8893 -1.7290 0.41 -0.15 -0.95 0.374
H 0.7572 4.0229 1.4630 0.22 -0.15 -0.39 0.277
H 1.1255 -0.0983 -1.2240 -0.13 0.35 -0.14 0.284
H -0.5262 2.0606 2.0226 -0.24 0.21 -0.71 0.388
H -4.3341 -3.4678 0.2515 2.28 0.67 -0.28 0.234
H -2.9850 -2.5445 1.1468 0.24 1.24 1.93 0.328
H -2.5479 -3.7462 -1.4714 -0.10 -0.90 -1.74 0.380
H 3.7222 4.0146 -0.8115 -1.86 -0.09 0.27 0.301
H 2.3639 4.8937 -1.5082 -0.47 0.15 0.12 0.291
H 2.6556 4.8660 0.2849 0.02 1.01 0.05 0.355
H -0.0831 -4.1345 1.1538 0.08 -0.15 -0.01 0.359
H 1.1346 -3.8275 -0.1263 -0.02 -1.13 0.28 0.307
H -0.2119 -5.1062 -0.3327 -0.04 -0.13 -0.63 0.388



27
Properties=species:S:1:pos:R:3:forces:R:3:mulliken_charge:R:1 method="wB97M-V/def2-TZVPD" multiplicity=1 orbital_gap_ha=0.278 fmax_ev_per_a=7.02 e_tot_ha=-641.0088
C 0.9021 -1.2756 -1.8022 0.05 -0.67 -0.39 -0.416
C -0.4952 -1.2032 -2.0549 -0.02 -0.61 -0.40 -0.509
C -1.1775 -1.9014 -1.0148 0.18 -0.72 -0.40 -0.550
C -0.1974 -2.3931 -0.1098 -0.12 -0.72 -0.40 -0.412
C 1.0884 -2.0007 -0.5904 0.05 -0.70 -0.46 -0.408
Zr 0.0000 0.0000 0.0000 -4.45 -1.06 1.80 0.925
C -1.5729 1.6514 -0.9127 0.25 0.34 -0.52 -0.589
C -0.4269 2.0447 -1.4819 -0.32 1.08 -0.73 0.437
C 0.5261 2.5701 -2.2246 -0.36 -0.28 0.34 -0.787
N 1.3408 1.0138 0.3120 5.69 4.10 0.09 -0.678
H -2.2587 -2.0229 -0.9216 0.43 0.05 -0.01 0.372
H -0.9601 -0.7007 -2.9063 0.18 -0.20 0.34 0.519
H -0.3902 -2.9517 0.8074 0.08 0.31 -0.32 0.458
H 2.0452 -2.2101 -0.1100 -0.41 0.10 -0.18 0.385
H 1.6900 -0.8249 -2.4072 -0.32 -0.19 0.25 0.381
H -2.2437 0.9452 -1.4175 0.33 0.27 0.10 0.342
H 2.2097 1.5614 0.3353 -0.40 -0.31 0.20 0.155
H -1.9177 2.0918 0.0295 0.21 -0.06 -0.19 0.335
H 0.2728 3.3680 -2.9369 0.02 -0.39 0.35 0.268
H 1.5652 2.2378 -2.1585 -0.48 0.14 0.03 0.261
C -1.2699 1.2354 4.1585 -0.13 -0.39 1.96 -0.649
O -0.9829 1.1319 2.8129 -0.14 1.10 -1.67 -0.280
C -0.4275 0.0323 2.2490 -0.49 -1.49 0.40 0.329
O -0.1480 -0.9495 2.9225 0.01 0.50 0.21 -0.631
H -0.3394 1.1325 4.7566 -0.61 -0.03 -0.14 0.269
H -1.9951 0.4483 4.4562 0.46 0.39 0.06 0.277
H -1.7179 2.2297 4.3614 0.30 -0.57 -0.31 0.195



26
Properties=species:S:1:pos:R:3:forces:R:3:mulliken_charge:R:1 method="wB97M-V/def2-TZVPD" multiplicity=1 relative_energy_ev=0.000 orbital_gap_ha="0.152 / 0.146" fmax_ev_per_a=1.90 e_tot_ha=-823.0131
C -1.0192 0.6888 -2.9328 1.58 0.16 0.89 -0.491
C -1.1524 1.9710 -3.5272 0.53 0.10 0.62 -0.693
C 0.0393 2.7169 -3.2752 -0.37 -1.09 0.17 -0.341
C 0.9465 1.8879 -2.5463 -0.75 -0.16 0.04 -0.978
C 0.3281 0.6379 -2.3080 -1.52 0.33 -0.65 -0.187
Y -1.6979 -1.4369 0.0908 0.05 1.28 -1.40 0.990
P 0.4369 -2.8961 0.4785 0.17 -0.93 -0.03 -0.178
H -1.7413 -0.1346 -2.9597 0.20 0.10 -0.30 0.285
H -2.0231 2.3273 -4.0764 0.23 -0.08 0.17 0.378
H 0.2272 3.7429 -3.5862 -0.02 -0.31 -0.02 0.398
H 0.7632 -0.2254 -1.7954 0.00 0.16 -0.25 0.507
H 1.9507 2.1649 -2.2305 -0.23 -0.04 -0.08 0.386
H 1.5755 -3.1813 -0.3402 -0.41 0.06 0.20 0.137
H -0.5145 -3.8040 -0.1723 0.59 0.16 0.22 0.038
H 0.7794 -3.7588 1.5625 0.02 0.09 -0.22 0.104
C 0.8253 -0.3489 3.3900 -0.13 -1.03 1.17 -0.210
C 1.2722 0.4633 2.3436 0.16 0.99 -1.26 -0.371
C 0.4262 0.7533 1.2973 0.27 -0.50 0.55 -0.445
N -0.7829 0.1231 1.2129 -0.94 0.82 0.12 -0.437
C -1.3145 -0.5189 2.3442 0.28 -0.35 -0.38 -0.196
C -0.4797 -0.8095 3.4158 0.16 -0.13 0.46 -0.508
H 1.5077 -0.5991 4.2089 -0.32 0.07 -0.31 0.359
H 2.2878 0.8607 2.3273 -0.37 0.04 0.15 0.348
H 0.6461 1.4274 0.4767 0.20 -0.22 -0.08 0.433
H -2.4150 -0.6427 2.3615 0.40 0.13 0.30 0.318
H -0.8716 -1.4092 4.2401 0.21 0.34 -0.08 0.353



26
Properties=species:S:1:pos:R:3:forces:R:3:mulliken_charge:R:1 method="wB97M-V/def2-TZVPD" multiplicity=1 relative_energy_ev=2.423 orbital_gap_ha="0.264 / 0.256" fmax_ev_per_a=4.08 e_tot_ha=-1131.1469
C 1.9498 -1.8781 0.2723 -1.29 1.45 -1.43 0.128
C 0.1982 0.5525 -3.4323 3.12 -0.91 0.68 -0.925
C 0.0047 0.2657 -2.1165 -3.43 -0.29 2.18 -0.003
C 1.4372 0.1309 -3.8269 0.14 -0.88 0.65 -0.364
C 0.9189 -0.4831 -1.4602 3.34 -1.31 -0.44 0.223
C -0.1491 1.4949 1.4170 -0.15 -0.77 -0.52 -0.301
C 0.9382 -1.0259 -0.1698 -1.36 1.40 1.46 0.192
C 0.3940 -0.9512 3.0437 0.36 0.89 -0.58 -1.129
C -1.8383 -1.3405 0.8748 -1.64 -0.24 -0.26 -0.941
C -0.9168 2.4531 0.6502 -3.04 2.11 -1.48 -0.846
N 2.8274 -2.5747 0.4620 1.96 -1.71 0.90 -0.515
Si -0.2862 -0.3892 1.2681 2.65 -0.40 0.90 0.225
S 2.3443 -0.7325 -2.6079 -1.89 0.67 -0.01 -0.124
H -0.3421 1.1550 -4.0336 -2.15 1.54 -1.78 0.502
H -0.9649 0.3359 -1.5996 0.33 0.54 -0.36 0.336
H 1.7153 0.1745 -4.8418 0.89 0.13 -0.84 0.449
H 0.5327 2.0428 2.0561 0.34 -0.75 0.42 0.414
H -0.1582 -0.2301 3.6946 0.29 -0.63 -0.20 0.317
H 0.0147 -1.9740 3.2480 0.66 0.54 0.11 0.329
H 1.5237 -0.7762 3.2911 -2.09 -0.64 -0.73 0.301
H -1.7244 -2.0117 -0.0641 -0.27 1.36 1.54 0.299
H -2.0896 -2.0170 1.7490 0.26 0.76 -0.96 0.351
H -2.7084 -0.6014 0.7776 0.92 -1.23 -0.14 0.301
H -1.7027 2.9939 1.3666 1.22 -1.08 -1.30 0.287
H -0.3827 3.3622 0.2228 -0.14 -1.19 0.53 0.313
H -1.5360 2.0243 -0.2414 0.97 0.66 1.66 0.180